(1)
The following is a DFT calculation (ωB97M-V/def2-TZVPD) of a molecular structure, C9H13NO2Ru in a non-equilibrium geometry.

Cartesian coordinates (Å):
C  1.839  1.174  -0.959
C  0.690  2.039  -1.049
C  -0.304  1.388  -1.843
C  0.215  0.130  -2.263
C  1.524  -0.035  -1.694
Ru  0.242  0.199  0.032
N  0.953  -0.978  1.037
C  -0.263  0.422  2.211
C  -0.710  1.506  1.379
H  -1.294  1.783  -2.079
H  0.579  3.001  -0.553
H  -0.289  -0.582  -2.911
H  2.168  -0.900  -1.807
H  2.754  1.380  -0.418
H  -0.178  2.457  1.437
H  0.585  0.615  2.880
H  1.298  -1.869  1.441
H  -1.772  1.571  1.137
H  -0.999  -0.329  2.517
C  -2.855  -3.246  -0.362
C  -1.978  -2.160  0.219
O  -1.845  -2.079  1.452
O  -1.413  -1.375  -0.645
H  -3.883  -3.065  -0.046
H  -2.552  -4.199  0.070
H  -2.800  -3.283  -1.452

Summary:
- DFT total energy: -17704.9413 eV
- LUMO (spin up / spin down): 0.030 / -0.037 Eh
- Frontier orbital gap (spin up / spin down): 7.4 / 7.6 eV
- Relative energy (zero: lowest compared OMol25 entry of this formula, charge and spin): 0.0 kJ/mol
- 2S+1: 5
- Total charge: 0


(2)
The following is a DFT calculation (ωB97M-V/def2-TZVPD) of C9H13NO2S in the gas phase in a non-equilibrium geometry.

Cartesian coordinates (Å):
C  -2.463  0.397  -1.270
C  -1.275  0.905  -1.710
C  -0.189  0.489  -0.937
C  -0.517  -0.187  0.211
C  -1.067  1.849  -2.786
C  1.272  0.350  1.732
C  1.208  -1.867  0.623
C  -0.363  -1.417  2.376
C  0.391  -0.751  1.241
N  1.118  0.951  -1.260
O  1.255  2.134  -1.112
O  1.947  0.220  -1.750
S  -2.235  -0.501  0.178
H  -3.353  0.726  -1.557
H  -1.681  1.647  -3.644
H  -1.242  2.770  -2.232
H  -0.165  1.738  -3.218
H  2.164  0.010  2.452
H  1.839  0.893  0.844
H  0.731  1.058  2.310
H  1.839  -2.260  1.316
H  0.516  -2.707  0.230
H  1.975  -1.510  -0.238
H  0.289  -1.897  3.215
H  -1.067  -0.719  2.883
H  -0.926  -2.322  2.103

Summary:
- DFT total energy: -25959.7025 eV
- LUMO: 0.004 Eh
- Frontier orbital gap: 9.1 eV
- Relative energy (zero: lowest compared OMol25 entry of this formula, charge and spin): 482.2 kJ/mol
- Total charge: 0


(3)
The following is a DFT calculation (ωB97M-V/def2-TZVPD) of C9H13NS2 in the gas phase in a non-equilibrium geometry.

Cartesian coordinates (Å):
C  3.581  1.038  0.186
C  2.367  1.409  0.709
C  1.325  1.341  1.711
C  1.140  2.281  0.586
C  0.257  1.818  -0.565
C  -1.208  1.677  -0.098
C  -1.974  -0.949  -0.891
C  -1.271  -2.907  0.286
C  -1.884  -3.418  -1.025
H  3.753  1.741  -0.774
H  4.285  0.425  0.688
H  1.489  1.810  2.785
H  0.570  0.488  1.598
H  1.407  3.467  0.700
H  0.814  0.817  -0.803
H  0.441  2.547  -1.421
H  -1.657  2.656  0.059
H  -1.304  0.906  0.836
H  -1.970  -3.181  1.147
H  -0.172  -3.187  0.349
H  -2.517  -4.377  -1.114
H  -1.133  -3.571  -1.894
N  -1.341  -1.377  0.154
S  -2.113  0.696  -1.446
S  -2.885  -2.149  -1.763

Summary:
- DFT total energy: -32700.0002 eV
- LUMO: 0.026 Eh
- Frontier orbital gap: 9.3 eV
- Relative energy (zero: lowest compared OMol25 entry of this formula, charge and spin): 194.3 kJ/mol
- Total charge: 0


(4)
The following is a DFT calculation (ωB97M-V/def2-TZVPD) of 2 unconnected molecules or ions with the total composition C9H13O in a non-equilibrium geometry.

Cartesian coordinates (Å):
C  2.803  -2.257  0.465
C  2.517  -2.011  -0.916
C  1.874  -1.930  1.449
C  1.342  -1.383  -1.249
C  0.694  -1.375  1.103
C  0.558  -0.900  -0.193
C  -0.121  1.959  0.366
C  -2.465  1.443  0.105
C  -0.783  -0.202  -0.461
O  -1.082  0.888  0.408
H  3.803  -2.578  0.787
H  3.371  -2.327  -1.463
H  2.263  -2.049  2.518
H  1.070  -1.255  -2.349
H  -0.104  -0.908  1.775
H  0.795  1.564  -0.143
H  -0.460  2.855  -0.128
H  0.034  2.247  1.402
H  -2.984  0.889  0.788
H  -2.490  2.527  0.250
H  -2.847  1.428  -0.955
H  -1.800  -1.257  -0.188
H  -0.955  0.085  -1.464

Summary:
- DFT total energy: -11580.0686 eV
- LUMO: -0.119 Eh
- Frontier orbital gap: 9.5 eV
- Relative energy (zero: lowest compared OMol25 entry of this formula, charge and spin): 301.4 kJ/mol
- Total charge: +1


(5)
The following is a DFT calculation (ωB97M-V/def2-TZVPD) of a molecular structure, C9H13O5PZn in a non-equilibrium geometry.

Cartesian coordinates (Å):
Zn  -0.393  -0.786  -0.355
O  -0.108  -1.491  2.993
C  -0.191  -1.198  1.894
C  -0.614  -1.085  -2.625
O  -0.671  -0.959  -3.760
C  -2.521  -0.806  -0.259
O  -3.608  -0.448  -0.238
C  1.572  -1.553  -0.566
O  2.693  -1.747  -0.703
C  -1.210  -5.003  0.114
H  -0.270  -5.216  0.616
H  -2.064  -4.817  0.760
C  -1.315  -5.002  -1.210
H  -2.259  -4.814  -1.714
H  -0.466  -5.214  -1.855
C  0.780  3.875  -0.856
P  0.562  2.446  0.158
C  2.156  2.075  0.893
C  -0.337  2.923  1.626
O  -0.061  1.248  -0.538
H  1.203  4.712  -0.299
H  -0.184  4.162  -1.269
H  1.439  3.618  -1.681
H  2.491  3.016  1.350
H  2.032  1.296  1.653
H  2.850  1.723  0.126
H  -1.382  3.128  1.380
H  -0.291  2.099  2.348
H  0.166  3.816  2.018

Summary:
- DFT total energy: -77471.5359 eV
- LUMO: -0.305 Eh
- Frontier orbital gap: 7.7 eV
- Total charge: +2


(6)
The following is a DFT calculation (ωB97M-V/def2-TZVPD) of 2 unconnected molecules or ions with the total composition C9H14 in a non-equilibrium geometry.

Cartesian coordinates (Å):
C  0.249  2.332  -0.505
C  1.172  -0.279  2.744
C  -0.164  0.169  2.413
C  2.111  0.051  1.801
C  -0.452  1.009  1.488
C  1.835  0.807  0.620
C  0.568  1.333  0.582
H  1.450  -0.885  3.472
H  -0.920  -0.181  3.088
H  3.119  -0.190  2.053
H  -1.363  1.544  1.450
H  2.636  0.685  -0.096
H  0.824  2.347  -1.413
H  0.452  3.250  -0.008
H  -0.799  2.139  -0.972
C  -1.914  -1.599  -2.587
C  -0.776  -1.731  -1.551
H  -2.259  -0.652  -2.780
H  -1.736  -2.118  -3.519
H  -2.695  -2.222  -2.098
H  -0.860  -1.446  -0.495
H  -0.617  -2.978  -1.599
H  0.137  -1.386  -2.090

Summary:
- DFT total energy: -9556.4810 eV
- LUMO (spin up / spin down): 0.142 / 0.137 Eh
- Frontier orbital gap (spin up / spin down): 2.5 / 9.3 eV
- Relative energy (zero: lowest compared OMol25 entry of this formula, charge and spin): 223.5 kJ/mol
- 2S+1: 2
- Total charge: -1


(7)
The following is a DFT calculation (ωB97M-V/def2-TZVPD) of 2 unconnected molecules or ions with the total composition C9H14 in a non-equilibrium geometry.

Cartesian coordinates (Å):
C  2.731  1.050  -1.710
C  3.988  1.301  -0.944
H  2.878  0.539  -2.616
H  1.985  0.529  -1.214
H  2.187  1.923  -2.004
H  4.443  0.310  -0.730
H  3.890  1.841  0.024
H  4.657  1.822  -1.598
C  -3.008  1.245  0.775
C  -0.310  -1.223  -0.172
C  -1.099  -0.112  -0.176
C  -0.677  -2.348  0.550
C  -2.140  -0.026  0.791
C  -1.743  -2.274  1.450
C  -2.570  -1.153  1.568
H  0.605  -1.359  -0.864
H  -0.914  0.752  -0.703
H  0.023  -3.219  0.662
H  -1.885  -3.100  2.121
H  -3.817  1.178  1.454
H  -3.489  1.459  -0.139
H  -3.374  -1.170  2.391
H  -2.361  2.035  1.087

Summary:
- DFT total energy: -9559.0766 eV
- LUMO: 0.038 Eh
- Frontier orbital gap: 10.0 eV
- Relative energy (zero: lowest compared OMol25 entry of this formula, charge and spin): 106.6 kJ/mol
- Total charge: 0


(8)
The following is a DFT calculation (ωB97M-V/def2-TZVPD) of 2 unconnected molecules or ions with the total composition C9H14 in a non-equilibrium geometry.

Cartesian coordinates (Å):
C  0.767  -0.286  -1.708
C  2.136  -1.957  1.408
C  2.048  -1.359  0.166
C  0.996  -1.968  2.188
C  0.836  -0.848  -0.317
C  -0.244  -1.611  1.706
C  -0.328  -1.037  0.415
H  3.115  -2.269  1.743
H  2.907  -1.243  -0.482
H  1.081  -2.292  3.221
H  -1.170  -1.831  2.217
H  0.196  0.623  -1.910
H  0.280  -1.101  -2.264
H  -1.318  -0.905  0.002
H  1.687  -0.074  -2.254
C  -1.901  4.061  -1.519
C  -2.972  3.024  -1.127
H  -1.045  3.609  -2.019
H  -2.268  4.706  -2.319
H  -1.540  4.535  -0.612
H  -3.383  3.364  -0.175
H  -2.504  2.049  -0.975
H  -3.820  2.899  -1.794

Summary:
- DFT total energy: -9559.5060 eV
- LUMO: 0.036 Eh
- Frontier orbital gap: 10.0 eV
- Relative energy (zero: lowest compared OMol25 entry of this formula, charge and spin): 65.2 kJ/mol
- Total charge: 0


(9)
The following is a DFT calculation (ωB97M-V/def2-TZVPD) of 2 unconnected molecules or ions with the total composition C9H14 in a non-equilibrium geometry.

Cartesian coordinates (Å):
C  2.382  -2.374  -1.070
C  1.823  -1.235  -0.283
H  2.663  -3.123  -0.342
H  1.640  -2.712  -1.798
H  3.308  -2.117  -1.593
H  1.095  -0.631  -0.773
H  2.725  -0.585  -0.158
H  1.610  -1.628  0.708
C  0.132  2.069  -1.140
C  -2.091  1.152  -0.326
C  -0.694  1.255  -0.236
C  -2.906  0.580  0.624
C  -0.210  0.633  0.957
C  -2.361  -0.038  1.784
C  -0.999  0.022  1.923
H  -2.692  1.613  -1.219
H  -3.940  0.659  0.570
H  0.468  1.464  -1.986
H  1.137  2.380  -0.788
H  0.842  0.676  1.329
H  -3.019  -0.675  2.398
H  -0.498  -0.621  2.777
H  -0.414  3.237  -1.357

Summary:
- DFT total energy: -9558.1300 eV
- LUMO: 0.033 Eh
- Frontier orbital gap: 9.8 eV
- Relative energy (zero: lowest compared OMol25 entry of this formula, charge and spin): 197.9 kJ/mol
- Total charge: 0


(10)
The following is a DFT calculation (ωB97M-V/def2-TZVPD) of 2 unconnected molecules or ions with the total composition C9H14 in a non-equilibrium geometry.

Cartesian coordinates (Å):
C  2.482  -0.142  0.097
C  3.298  -1.398  -0.260
H  2.667  0.252  1.099
H  2.686  0.593  -0.665
H  1.413  -0.350  0.040
H  3.711  -1.320  -1.200
H  2.654  -2.193  -0.227
H  4.158  -1.498  0.546
C  -0.351  0.975  -2.158
C  -1.247  1.494  0.156
C  -0.805  0.540  -0.772
C  -1.683  1.052  1.396
C  -1.674  -0.346  1.734
C  -0.559  -0.774  -0.427
C  -1.126  -1.184  0.793
H  -1.179  2.518  -0.075
H  -2.242  1.809  1.855
H  0.304  0.259  -2.590
H  0.332  1.726  -2.097
H  -2.102  -0.627  2.673
H  -0.178  -1.454  -1.159
H  -0.995  -2.208  1.140
H  -1.238  1.196  -2.693

Summary:
- DFT total energy: -9558.6165 eV
- LUMO: 0.038 Eh
- Frontier orbital gap: 10.0 eV
- Relative energy (zero: lowest compared OMol25 entry of this formula, charge and spin): 151.0 kJ/mol
- Total charge: 0


(11)
The following is a DFT calculation (ωB97M-V/def2-TZVPD) of 2 unconnected molecules or ions with the total composition C9H14 in a non-equilibrium geometry.

Cartesian coordinates (Å):
C  1.388  -1.942  -0.385
C  2.876  -1.958  -0.795
H  1.023  -2.984  -0.125
H  1.181  -1.207  0.419
H  0.715  -1.748  -1.176
H  2.887  -2.729  -1.581
H  3.587  -2.196  -0.120
H  3.077  -0.844  -1.033
C  -1.714  0.271  2.364
C  -1.850  0.146  -0.236
C  -1.134  0.399  0.965
C  -1.309  0.810  -1.329
C  0.201  0.840  0.854
C  -0.016  1.291  -1.347
C  0.824  1.282  -0.272
H  -2.692  -0.437  -0.405
H  -1.925  0.659  -2.249
H  -2.212  1.226  2.586
H  -1.221  -0.290  3.189
H  0.647  0.626  1.832
H  0.353  1.819  -2.280
H  1.847  1.486  -0.149
H  -2.861  -0.217  2.175

Summary:
- DFT total energy: -9557.6921 eV
- LUMO: 0.036 Eh
- Frontier orbital gap: 9.8 eV
- Relative energy (zero: lowest compared OMol25 entry of this formula, charge and spin): 240.2 kJ/mol
- Total charge: 0


(12)
The following is a DFT calculation (ωB97M-V/def2-TZVPD) of 2 unconnected molecules or ions with the total composition C9H14.

Cartesian coordinates (Å):
C  1.028  -2.387  3.366
C  0.532  -1.347  2.353
H  1.959  -2.844  3.027
H  1.122  -1.992  4.373
H  0.390  -3.253  3.405
H  0.184  -0.428  2.831
H  -0.352  -1.590  1.764
H  1.368  -1.156  1.684
C  -0.054  -0.212  -3.259
C  -0.506  1.379  0.700
C  0.706  1.486  0.042
C  -1.531  0.641  0.126
C  0.869  1.002  -1.243
C  -1.395  0.214  -1.183
C  -0.214  0.408  -1.893
H  -0.607  1.824  1.680
H  1.539  1.972  0.542
H  -2.430  0.458  0.692
H  1.828  1.026  -1.747
H  -2.194  -0.303  -1.700
H  0.010  0.547  -4.046
H  -0.875  -0.888  -3.472
H  0.895  -0.731  -3.332

Summary:
- DFT total energy: -9559.7852 eV
- LUMO: 0.036 Eh
- Frontier orbital gap: 10.0 eV
- Relative energy (zero: lowest compared OMol25 entry of this formula, charge and spin): 38.2 kJ/mol
- Total charge: 0